# 1
{
  "formula": "C3H11N3",
  "method": "ωB97M-V/def2-TZVPD",
  "symbols": ["H", "N", "N", "H", "H", "N", "C", "C", "H", "H", "H", "H", "C", "H", "H", "H", "H"],
  "xyz": [[1.258366, -1.537730, -1.652422], [1.924947, -1.204059, -0.937279], [1.638451, -1.760520, 0.159859], [2.369896, -1.526958, 0.853329], [-2.372750, -0.306241, -1.006941], [-1.564545, -0.883846, -0.788054], [-1.077720, -0.711413, 0.352904], [-1.551279, 0.174290, 1.459281], [-0.097971, -1.321400, 0.554402], [-1.827361, -0.432023, 2.319522], [-0.747667, 0.837149, 1.772735], [-2.408613, 0.768501, 1.151644], [0.864606, 1.588525, -0.842661], [1.430311, 2.180404, -1.554124], [-0.187565, 1.662100, -1.063499], [1.047115, 1.960070, 0.160078], [1.301780, 0.513154, -0.938774]],
  "atomic_forces_ev_per_a": [[-0.348, 0.185, 0.378], [0.465, -1.671, 1.744], [1.056, -0.028, -2.034], [-0.158, 0.456, -0.248], [-0.230, 0.103, 0.297], [0.039, -0.226, -0.932], [1.738, -0.987, 0.912], [-0.114, 0.029, -0.197], [-2.234, 1.088, -0.011], [-0.029, -0.058, 0.110], [0.081, 0.082, 0.042], [-0.105, 0.085, 0.009], [1.213, -1.541, -0.282], [0.020, 0.281, -0.045], [-0.269, -0.228, -0.141], [0.097, 0.034, 0.155], [-1.221, 2.396, 0.242]],
  "nbo_charge": [0.33, -0.31, -0.32, 0.32, 0.33, -0.65, 0.14, -0.69, 0.19, 0.23, 0.23, 0.21, -0.86, 0.21, 0.21, 0.20, 0.22],
  "smiles": "[H]/N=N/[H].[H]/N=C\\C.C",
  "e_tot_ha": -285.05573,
  "homo_energy_ev": -9.13,
  "gap_ev": 9.4
}



# 2
{
  "formula": "C9H9N2",
  "method": "ωB97M-V/def2-TZVPD",
  "symbols": ["C", "C", "C", "C", "C", "C", "C", "C", "C", "N", "N", "H", "H", "H", "H", "H", "H", "H", "H", "H"],
  "xyz": [[-0.518743, -2.209289, -0.023923], [-2.457743, -0.686549, -0.063596], [0.031451, -1.032241, 0.207660], [-0.342005, 0.281100, 0.284868], [-1.786706, 0.508572, 0.111926], [0.604511, 1.292392, 0.258997], [2.603952, 0.001512, 0.137759], [-2.488136, 1.870924, -0.164079], [3.738011, -0.815299, -0.032049], [-1.802194, -1.825047, -0.135067], [1.887024, 0.944914, 0.124631], [-0.094664, -3.296166, -0.180434], [-3.478213, -0.770044, -0.385130], [0.393088, 2.374778, 0.377472], [-3.417589, 1.652293, -0.675367], [-2.691794, 2.280381, 0.810887], [-1.904966, 2.688043, -0.617147], [4.008226, -0.911075, -1.043907], [3.220843, -1.730048, 0.320894], [4.495642, -0.619160, 0.685596]],
  "atomic_forces_ev_per_a": [[-0.964, -0.772, -0.412], [1.044, -0.483, -0.607], [3.949, 0.435, 0.738], [-3.233, -0.257, -0.657], [1.448, 1.569, -0.866], [0.055, 2.589, 0.367], [-0.692, 2.830, -0.348], [1.054, -1.085, 1.092], [-1.830, -1.682, 1.249], [-1.668, -2.968, -0.251], [0.801, -1.319, 0.367], [-1.228, 2.455, 0.398], [-0.530, 0.275, 0.318], [0.091, -1.018, -0.230], [-0.051, 0.313, -0.155], [-0.597, 0.204, 0.540], [0.011, -0.841, -0.393], [0.621, -0.093, -1.232], [0.873, -0.562, -0.343], [0.848, 0.411, 0.424]],
  "lowdin_charge": [-0.09, -0.08, 0.06, -0.17, -0.11, -0.01, 0.03, 0.00, 0.04, 0.10, 0.18, 0.17, 0.13, 0.16, 0.08, 0.08, 0.09, 0.10, 0.13, 0.11],
  "charge": 1,
  "e_tot_ha": -457.38014,
  "homo_energy_ev": [-12.34, -11.71],
  "gap_ev": [7.3, 5.7]
}



# 3
{
  "formula": "C19H43O2P3STi",
  "method": "ωB97M-V/def2-TZVPD",
  "symbols": ["Ti", "P", "P", "P", "H", "C", "C", "H", "C", "C", "C", "C", "C", "C", "C", "C", "C", "H", "H", "H", "H", "H", "H", "H", "H", "H", "H", "H", "H", "H", "H", "H", "H", "H", "H", "H", "H", "H", "H", "H", "H", "H", "H", "H", "H", "H", "C", "C", "C", "C", "C", "C", "O", "H", "H", "H", "H", "H", "H", "C", "S", "C", "O", "H", "H", "H", "H", "H", "H"],
  "xyz": [[0.019831, -0.380809, -0.077994], [1.604468, 0.222644, 1.929109], [0.781406, -2.754721, 0.440779], [-1.540722, 1.023841, 1.429262], [2.747005, 4.300571, -0.693787], [1.691608, 4.322976, -0.369269], [1.476371, 4.933197, 0.954560], [2.227112, 4.815747, 1.732702], [3.323551, -0.009036, 1.352878], [1.566825, -0.751976, 3.478908], [1.723825, 1.930250, 2.570370], [0.482370, -3.693543, -1.095507], [2.422772, -3.386357, 0.933468], [-0.348631, -3.581024, 1.619110], [-1.452017, 2.845119, 1.290796], [-1.674148, 0.750691, 3.236844], [-3.264346, 0.704647, 0.917978], [1.078877, 4.825270, -1.138721], [0.645701, 5.620132, 1.094532], [3.508044, 0.608816, 0.464439], [3.529627, -1.054831, 1.098960], [3.996145, 0.309972, 2.160149], [1.466767, -1.825800, 3.282979], [0.724295, -0.426678, 4.100704], [2.505244, -0.571494, 4.021324], [1.611299, 2.694551, 1.790294], [2.722403, 2.048447, 3.014089], [0.978067, 2.119106, 3.351608], [-0.592054, -3.813248, -1.286129], [0.951861, -4.682839, -1.007946], [0.930324, -3.160730, -1.944917], [2.398427, -4.484918, 0.899152], [2.698237, -3.064806, 1.943769], [3.179646, -3.029911, 0.223794], [0.012334, -4.597082, 1.831791], [-1.354506, -3.636023, 1.182217], [-0.406966, -3.012225, 2.556098], [-2.466374, 3.259015, 1.366635], [-1.027670, 3.128078, 0.319382], [-0.821123, 3.280544, 2.075510], [-2.708823, 0.958729, 3.541929], [-0.998100, 1.404520, 3.799898], [-1.445103, -0.294401, 3.478581], [-3.945410, 1.207264, 1.617769], [-3.470962, -0.373619, 0.927462], [-3.439326, 1.082208, -0.096711], [-2.363153, -1.236571, -1.842235], [-3.059317, -2.456822, -1.758551], [-4.158847, -2.669899, -2.589006], [-4.555902, -1.692965, -3.506372], [-3.847503, -0.491509, -3.600289], [-2.745003, -0.255888, -2.782196], [-1.336202, -0.983720, -1.003282], [1.333860, 3.193813, -0.353776], [-2.734524, -3.204925, -1.031543], [-4.705026, -3.610277, -2.513466], [-5.418943, -1.865387, -4.152708], [-4.146711, 0.275674, -4.314220], [-2.173183, 0.675306, -2.829041], [2.711216, 1.828026, -2.913411], [2.175297, 0.147907, -2.541636], [0.987169, -0.058824, -3.882595], [1.216303, 0.462471, -1.278128], [1.845275, 2.432820, -3.208869], [3.436096, 1.765024, -3.732695], [3.193647, 2.255588, -2.027352], [1.561048, -0.373457, -4.762581], [0.262397, -0.837461, -3.618608], [0.473843, 0.890814, -4.076288]],
  "atomic_forces_ev_per_a": [[-0.261, 0.041, 0.044], [0.832, -0.452, 0.502], [-0.190, -1.807, -0.111], [-1.486, 0.380, 0.341], [-0.114, -0.097, 0.583], [-1.071, -0.424, 0.131], [0.996, -0.171, -1.934], [-0.167, -0.001, 0.247], [0.020, 0.000, -0.207], [-0.148, 0.108, 0.003], [-0.074, 0.378, 0.220], [0.013, 0.256, -0.328], [0.319, 0.608, 0.009], [-0.297, 0.574, 0.166], [0.461, 0.263, -0.307], [0.399, -0.336, 0.042], [0.044, -0.219, -0.311], [0.098, -0.261, 0.355], [-0.225, -0.122, 0.329], [0.039, -0.115, 0.210], [-0.012, 0.310, 0.100], [-0.049, -0.155, -0.235], [0.051, 0.290, 0.073], [0.249, -0.142, -0.070], [-0.241, -0.065, -0.068], [0.002, -0.448, 0.157], [-0.262, -0.021, -0.018], [0.188, -0.042, -0.174], [0.325, 0.083, 0.063], [-0.138, 0.243, -0.036], [-0.059, -0.277, 0.064], [-0.137, 0.308, 0.002], [-0.002, -0.140, -0.209], [-0.061, -0.194, 0.157], [-0.027, 0.272, -0.119], [0.222, -0.013, 0.141], [-0.029, -0.288, -0.100], [0.268, -0.084, 0.030], [-0.286, 0.018, 0.061], [-0.217, -0.165, -0.027], [0.289, -0.006, -0.110], [-0.174, -0.190, -0.109], [-0.168, 0.209, 0.059], [0.190, -0.089, -0.181], [-0.007, 0.237, 0.002], [0.002, -0.117, 0.162], [-1.817, -0.514, -1.268], [0.210, 0.495, 0.152], [0.147, -0.040, 0.029], [0.060, 0.020, 0.060], [0.195, 0.070, 0.032], [0.249, -0.352, 0.472], [1.507, 0.489, 0.791], [0.620, 1.866, 0.215], [-0.252, 0.172, -0.217], [0.130, 0.264, -0.061], [0.283, 0.042, 0.235], [0.019, -0.249, 0.161], [-0.267, -0.185, -0.049], [0.093, 0.020, -0.030], [-1.061, 0.936, 0.066], [0.005, 0.011, -0.084], [0.223, -0.399, -0.207], [0.170, -0.261, 0.016], [-0.060, 0.022, 0.078], [0.062, -0.360, -0.211], [-0.053, 0.021, 0.084], [0.264, 0.032, 0.043], [0.167, -0.238, 0.096]],
  "nbo_charge": [1.83, 0.76, 0.80, 0.81, 0.33, -0.81, 0.35, 0.24, -0.92, -0.93, -0.94, -0.92, -0.92, -0.92, -0.93, -0.92, -0.92, 0.31, 0.25, 0.23, 0.27, 0.28, 0.26, 0.27, 0.28, 0.20, 0.28, 0.27, 0.27, 0.29, 0.24, 0.30, 0.26, 0.26, 0.30, 0.27, 0.25, 0.30, 0.22, 0.24, 0.30, 0.25, 0.26, 0.28, 0.27, 0.27, 0.24, -0.26, -0.15, -0.15, -0.17, -0.27, -0.80, 0.33, 0.22, 0.26, 0.27, 0.26, 0.21, -0.78, 1.26, -0.79, -1.06, 0.26, 0.31, 0.25, 0.31, 0.28, 0.27],
  "charge": 4,
  "e_tot_ha": -3170.43363,
  "homo_energy_ev": [-18.88, -18.88],
  "gap_ev": [3.7, 3.7]
}